{
  "formula": "C22H30N4O3S",
  "method": "wB97M-V/def2-TZVPD",
  "e_tot_ha": -1699.33336,
  "multiplicity": 1,
  "lumo_ev": 0.4,
  "smiles": "CCc1ccc(N(CC(=O)NC(C)(C)CC)C(=O)CCC(=O)Nc2nccs2)cc1",
  "relative_energy_kcal_mol": 23.1,
  "gap_ev": 9.15,
  "elements": ["C", "H", "H", "H", "C", "C", "C", "C", "C", "C", "C", "H", "H", "N", "C", "O", "C", "H", "C", "C", "O", "N", "C", "N", "C", "C", "S", "H", "H", "H", "H", "H", "H", "C", "H", "C", "O", "N", "H", "C", "C", "H", "H", "H", "C", "H", "H", "H", "C", "C", "H", "H", "H", "H", "H", "H", "H", "H", "H", "H"],
  "coordinates": [[-2.892051, -4.295812, 0.030367], [-1.913362, -4.568724, -0.356981], [-3.595335, -5.090702, -0.206231], [-2.817573, -4.206595, 1.111557], [-3.354690, -2.972675, -0.582808], [-2.382651, -1.875474, -0.257840], [-2.479597, -1.181845, 0.943106], [-1.583586, -0.180428, 1.258173], [-0.563024, 0.145347, 0.371271], [-0.436548, -0.564730, -0.814462], [-1.343852, -1.560919, -1.123457], [-1.240398, -2.099921, -2.053269], [0.370842, -0.339871, -1.493777], [0.374573, 1.152337, 0.716293], [0.673902, 2.234951, -0.038771], [1.666135, 2.912101, 0.200166], [-0.257125, 2.624483, -1.168513], [0.030902, 3.639977, -1.444272], [-1.755541, 2.548070, -0.854826], [-2.441471, 1.525948, -1.722085], [-2.028588, 1.151204, -2.794064], [-3.644146, 1.015492, -1.272121], [-4.290255, 1.176040, -0.082959], [-4.000019, 1.999102, 0.860858], [-4.848551, 1.879233, 1.912113], [-5.823003, 0.949043, 1.779796], [-5.692324, 0.155987, 0.252390], [-6.601558, 0.684633, 2.464660], [-4.701345, 2.517742, 2.763410], [-4.048346, 0.329855, -1.900770], [-1.952773, 2.340302, 0.194657], [-2.233466, 3.506051, -1.075587], [-0.050474, 1.989417, -2.034841], [1.212766, 0.862592, 1.873997], [0.622539, 0.321224, 2.613480], [2.406801, -0.024351, 1.462905], [2.435687, -1.204410, 1.748849], [3.321926, 0.673741, 0.777956], [3.077968, 1.641155, 0.581012], [4.518977, 0.208440, 0.079206], [5.449058, 1.423187, -0.013841], [6.383125, 1.147530, -0.495877], [5.672294, 1.801848, 0.980859], [4.982273, 2.219242, -0.590466], [5.213421, -0.906067, 0.857748], [5.571724, -0.522163, 1.810230], [4.526056, -1.720218, 1.058725], [6.061068, -1.278663, 0.288408], [4.135563, -0.230224, -1.350345], [3.355763, -1.538094, -1.428653], [2.976956, -1.683358, -2.438705], [3.991512, -2.383405, -1.180848], [2.514968, -1.535663, -0.741045], [5.049932, -0.323092, -1.940003], [3.539421, 0.573348, -1.792736], [1.567742, 1.808766, 2.289065], [-1.683583, 0.362183, 2.186877], [-3.271039, -1.426186, 1.637638], [-4.342628, -2.719938, -0.189974], [-3.435002, -3.087062, -1.665651]],
  "atomic_forces_ev_per_a": [[-0.16, 0.06, -0.12], [0.10, -0.06, 0.00], [-0.03, -0.13, 0.02], [0.03, -0.03, 0.11], [0.14, -0.17, 0.11], [-0.03, 0.03, -0.15], [0.13, -0.03, 0.08], [0.03, -0.02, -0.04], [-0.22, -0.31, -0.30], [0.10, 0.03, 0.23], [-0.11, -0.05, 0.07], [-0.01, -0.05, -0.14], [0.11, 0.06, -0.07], [0.02, -0.14, 0.43], [-0.20, 0.37, -0.32], [0.15, 0.21, 0.00], [-0.02, 0.05, -0.14], [0.05, -0.15, 0.06], [0.40, -0.02, -0.04], [-0.09, 0.13, 0.12], [0.07, 0.03, -0.22], [-0.20, -0.37, -0.60], [-0.92, -0.35, 0.51], [0.57, 0.36, -0.47], [-0.59, -0.41, 0.27], [0.07, 0.01, -0.03], [0.48, 0.48, 0.03], [-0.17, -0.01, 0.19], [-0.07, 0.08, 0.21], [0.22, 0.16, 0.03], [0.01, 0.15, -0.17], [-0.05, -0.01, 0.07], [0.05, 0.09, 0.02], [0.33, -0.06, 0.20], [0.12, 0.04, -0.10], [-0.54, 0.40, 0.36], [-0.04, -0.41, 0.08], [0.38, 0.41, -0.27], [-0.13, -0.12, 0.13], [0.26, -0.14, -0.22], [-0.16, -0.20, 0.05], [0.08, -0.03, -0.08], [0.03, 0.04, 0.10], [-0.04, 0.13, -0.09], [-0.18, 0.03, -0.09], [0.05, 0.02, 0.11], [0.07, -0.08, 0.02], [0.15, 0.00, -0.08], [-0.01, -0.13, 0.19], [0.06, 0.22, -0.05], [-0.03, -0.07, -0.08], [0.00, -0.14, 0.05], [-0.11, -0.07, 0.07], [0.06, 0.07, -0.05], [0.08, 0.08, -0.02], [-0.08, -0.11, -0.02], [0.01, 0.08, 0.07], [-0.11, 0.00, 0.07], [-0.02, 0.03, -0.07], [-0.07, 0.05, -0.01]]
}

---

{
  "formula": "C13H13BrFN5O4S2",
  "method": "wB97M-V/def2-TZVPD",
  "e_tot_ha": -4547.98131,
  "multiplicity": 1,
  "lumo_ev": -0.5,
  "smiles": "Cc1c(Br)c2ccc(F)cc2n1S(=O)(=O)c1ncn(S(=O)(=O)N(C)C)n1",
  "relative_energy_kcal_mol": 57.0,
  "gap_ev": 7.90,
  "elements": ["O", "O", "O", "O", "F", "Br", "N", "N", "C", "C", "C", "C", "C", "C", "C", "C", "C", "C", "N", "N", "N", "C", "C", "C", "S", "S", "H", "H", "H", "H", "H", "H", "H", "H", "H", "H", "H", "H", "H"],
  "coordinates": [[-1.553152, 2.715017, 1.373610], [-3.526902, 1.353010, 1.190910], [1.381569, 1.922453, -4.283146], [-0.135598, 0.318256, -5.078685], [3.056589, 2.328458, 2.285832], [-0.658856, -3.098861, 4.336027], [-2.383562, 2.096976, -1.937152], [-0.493939, 0.953277, -1.298863], [-1.692208, 1.830906, -3.043508], [-1.709976, 1.424651, -0.911860], [-0.761442, -1.477579, 3.249718], [-1.814080, -0.993769, 2.454003], [2.526957, 0.412436, 3.521968], [1.589361, -0.649756, 3.653907], [0.980445, 1.228110, 1.844184], [2.209212, 1.297706, 2.562802], [0.442981, -0.723112, 3.002470], [0.099610, 0.259207, 2.162736], [-1.260628, 0.093881, 1.816228], [-0.563414, 1.171742, -2.649099], [1.693889, -0.717691, -3.532543], [-3.210850, -1.542095, 2.462563], [2.478707, -0.408470, -2.346555], [0.984711, -2.030018, -3.708558], [-2.083223, 1.452005, 0.928149], [0.634832, 0.671321, -3.908370], [-1.945546, 2.168655, -4.051731], [3.356677, 0.634209, 4.087018], [1.840334, -1.416322, 4.345106], [0.829173, 2.026047, 1.138838], [-3.549218, -1.910097, 1.415804], [-3.954600, -0.801883, 2.807727], [-3.163280, -2.400680, 3.155313], [3.283531, 0.335937, -2.479105], [2.893062, -1.301489, -1.874068], [1.726794, -0.058981, -1.653237], [0.796187, -2.223325, -4.714467], [1.563968, -2.837320, -3.199354], [0.091887, -2.102813, -3.124617]],
  "atomic_forces_ev_per_a": [[0.93, -1.27, -0.43], [2.61, -1.27, -1.14], [-0.89, -3.20, 3.05], [-0.72, -1.21, 1.73], [-0.51, -0.44, 0.06], [-0.44, 1.22, -0.80], [-0.31, -1.44, 0.94], [-2.48, 0.03, -0.61], [0.08, 0.29, 2.45], [2.22, 0.30, -1.34], [-0.96, -1.27, -0.78], [1.40, -1.76, 2.39], [-2.61, -1.68, -0.92], [4.35, 0.41, 2.25], [2.49, 2.15, -0.18], [-1.63, 1.07, -1.97], [-2.40, -1.66, 1.12], [-1.73, 1.39, -1.97], [-0.51, 3.36, -3.06], [1.09, -0.76, -0.77], [-1.91, 1.85, -1.27], [-0.32, -0.24, -1.42], [-0.31, -0.13, 1.21], [1.30, 0.24, 2.76], [-2.96, 1.15, 1.69], [2.60, 2.50, -4.46], [0.34, -0.34, 0.47], [1.82, -0.34, 1.41], [0.03, -0.55, 0.70], [-0.33, 0.05, -0.12], [0.61, 0.61, 1.70], [0.40, -0.33, -0.17], [-0.29, 0.39, -0.42], [-0.58, -0.37, -0.39], [0.02, -0.10, -0.46], [0.51, 0.41, 0.99], [-0.13, -0.24, -1.57], [0.28, 0.75, -0.84], [-1.03, 0.39, 0.19]]
}

---

{
  "formula": "C2H3NO2S2",
  "method": "wB97M-V/def2-TZVPD",
  "e_tot_ha": -1079.50259,
  "multiplicity": 1,
  "lumo_ev": [-1.7, -1.6],
  "relative_energy_kcal_mol": 74.2,
  "gap_ev": [7.08, 6.85],
  "elements": ["C", "C", "N", "O", "O", "S", "S", "H", "H", "H"],
  "coordinates": [[-1.371992, -0.540768, 0.207002], [-1.213313, 0.444040, 1.140002], [-2.029742, -0.462917, -0.948414], [3.310284, 0.094475, 0.600387], [3.413724, 0.122444, -1.832861], [-2.133299, 0.723023, -1.998845], [3.100715, -0.583308, -0.671232], [-1.094257, -1.486525, 0.537286], [-1.516680, 1.489556, 1.040434], [-0.465437, 0.199979, 1.926238]],
  "atomic_forces_ev_per_a": [[-0.03, 2.71, 1.65], [1.56, -0.28, -0.39], [-1.10, 0.48, -2.13], [-0.33, -0.97, -1.33], [0.53, 1.14, -2.34], [0.24, -0.82, 1.12], [-0.24, -0.16, 3.67], [0.61, -1.84, 0.07], [-0.13, -0.49, -0.14], [-1.13, 0.24, -0.19]]
}

---

{
  "formula": "C8H14N4O5",
  "method": "wB97M-V/def2-TZVPD",
  "e_tot_ha": -908.44821,
  "multiplicity": 1,
  "lumo_ev": 0.3,
  "smiles": "NC(=O)C[C@H](NC(=O)[C@@H](N)CC(N)=O)C(=O)O",
  "relative_energy_kcal_mol": 86.2,
  "gap_ev": 9.83,
  "elements": ["C", "C", "C", "C", "C", "C", "C", "C", "H", "H", "H", "H", "H", "H", "H", "H", "H", "H", "H", "H", "H", "H", "N", "N", "N", "N", "O", "O", "O", "O", "O"],
  "coordinates": [[1.928824, -0.688329, 0.378686], [0.443341, -0.206556, 0.689048], [2.737966, 0.414957, -0.274835], [4.254521, 0.244000, 0.156548], [-1.819034, -0.094757, -0.211894], [-1.888975, 1.420669, -0.290655], [-2.769990, -0.677020, 0.762828], [-4.268343, -0.523276, 0.441003], [1.590937, -2.484109, -0.432895], [2.780683, -1.828069, -1.146328], [2.236845, -0.987114, 1.306079], [2.426285, 1.563154, 0.083922], [2.643141, 0.293041, -1.524246], [5.784443, 1.370065, 0.943084], [4.236966, 2.166908, 0.998363], [0.019793, -0.755432, -1.256972], [-2.068631, -0.516590, -1.160695], [-2.547111, -1.784759, 0.821069], [-2.554821, -0.259248, 1.688556], [-5.770931, -0.565055, -0.845866], [-4.289791, -1.039483, -1.704425], [-0.933877, 2.896423, -0.711606], [1.876665, -1.571236, -0.724988], [4.753338, 1.501884, 0.547220], [-0.431054, -0.593286, -0.233052], [-4.720077, -0.610293, -0.820294], [0.175869, 0.297478, 1.779699], [4.861638, -0.897960, 0.172825], [-2.843069, 2.101253, 0.102803], [-4.962413, -0.161556, 1.363744], [-0.883125, 1.974288, -0.896733]],
  "atomic_forces_ev_per_a": [[-2.47, 2.88, -3.13], [1.85, -0.56, 1.58], [1.20, 3.21, -0.69], [-0.06, -1.82, 0.16], [1.22, -0.12, -1.60], [-3.54, 0.87, 1.30], [-0.17, -2.56, -0.98], [1.96, 1.31, 1.48], [-0.81, -0.75, 0.28], [-0.12, 0.92, 0.50], [1.47, -1.08, 2.25], [0.59, -3.12, -1.17], [0.23, 0.73, 3.66], [-2.99, 0.68, -1.05], [-1.86, 1.68, 1.08], [-1.20, 0.29, 3.48], [-1.00, 0.41, -1.12], [-0.20, 1.03, 0.00], [-0.20, 0.61, 1.89], [1.67, 0.04, -0.13], [-0.55, 0.90, 2.49], [-0.18, 1.52, -0.02], [0.46, -3.24, -1.10], [5.81, -4.97, -0.54], [0.01, 0.13, -2.95], [-1.82, -1.17, -2.91], [-0.02, -0.05, -1.21], [-2.13, 5.20, -0.19], [1.76, -1.68, -0.42], [-0.91, -0.48, -0.09], [2.01, -0.81, -0.84]]
}